{"formula": "C23H17CoN4O", "method": "ωB97M-V with the def2-TZVPD basis set", "symbols": ["Co", "C", "C", "N", "C", "C", "C", "C", "C", "C", "C", "N", "C", "C", "C", "C", "C", "C", "C", "C", "N", "C", "H", "H", "H", "H", "H", "H", "H", "H", "H", "H", "H", "H", "O", "N", "C", "C", "C", "C", "C", "H", "H", "H", "H", "H"], "positions_angstrom": [[0.05638, -0.13766, 0.50095], [-4.15686, -0.65171, 0.63593], [-2.78745, -0.91213, 0.70832], [-1.87908, 0.00994, 0.45708], [-2.27052, 1.27239, 0.11675], [-3.63237, 1.61678, 0.01940], [-4.57627, 0.60664, 0.29150], [-3.97760, 2.93785, -0.33855], [-2.97533, 3.83435, -0.57672], [-1.61363, 3.49232, -0.47799], [-1.22203, 2.21186, -0.13165], [0.03099, 1.65926, 0.02280], [1.26816, 2.25113, -0.12019], [1.62296, 3.54343, -0.46142], [2.97452, 3.92734, -0.54689], [4.00128, 3.06168, -0.29965], [3.69346, 1.73019, 0.05408], [4.66517, 0.74929, 0.33611], [4.28091, -0.52114, 0.67638], [2.91934, -0.82422, 0.73471], [1.98642, 0.07006, 0.47342], [2.34226, 1.34409, 0.13734], [-4.85986, -1.44267, 0.85322], [-2.41581, -1.89048, 0.98286], [-5.63124, 0.84155, 0.22655], [-5.01945, 3.21689, -0.41620], [-3.22003, 4.85203, -0.85131], [-0.90045, 4.26881, -0.68300], [0.88826, 4.29809, -0.67196], [3.19054, 4.95234, -0.81826], [5.03477, 3.37272, -0.36682], [5.71306, 1.01647, 0.28202], [5.00552, -1.29013, 0.90132], [2.57201, -1.81239, 1.00549], [0.10427, -2.04057, 1.10332], [0.00414, -3.16145, 0.42487], [-0.09267, -4.31026, 1.12024], [-0.19380, -5.51293, 0.45912], [-0.19745, -5.54184, -0.92769], [-0.09759, -4.34418, -1.61793], [0.00282, -3.16050, -0.92116], [-0.08075, -4.18917, 2.19239], [-0.26929, -6.41875, 1.04274], [-0.27647, -6.47924, -1.45883], [-0.09590, -4.31244, -2.69769], [0.08467, -2.18363, -1.37499]], "atomic_forces_ev_per_a": [[0.016, -0.491, 0.059], [-0.199, 0.088, -0.027], [0.209, 0.009, -0.012], [0.107, -0.087, -0.006], [-0.185, 0.002, 0.004], [0.130, -0.050, 0.015], [0.028, -0.100, 0.031], [0.037, 0.131, -0.037], [-0.227, -0.012, 0.004], [0.194, -0.132, 0.029], [-0.043, 0.164, -0.024], [-0.006, 0.025, -0.076], [0.038, 0.163, -0.021], [-0.190, -0.136, 0.028], [0.225, -0.005, 0.004], [-0.042, 0.128, -0.037], [-0.130, -0.055, 0.013], [-0.024, -0.101, 0.027], [0.196, 0.094, -0.024], [-0.207, -0.003, -0.016], [-0.110, -0.080, 0.010], [0.188, 0.014, 0.011], [-0.009, 0.009, 0.000], [0.008, 0.008, 0.026], [-0.010, -0.012, 0.003], [0.003, 0.014, -0.002], [-0.023, -0.005, 0.002], [0.026, -0.014, 0.006], [-0.026, -0.015, 0.005], [0.023, -0.004, 0.002], [-0.003, 0.014, -0.003], [0.010, -0.012, 0.004], [0.008, 0.009, 0.000], [-0.011, 0.006, 0.021], [0.034, 0.346, 0.255], [-0.042, 0.101, -0.276], [0.013, 0.022, 0.002], [0.001, -0.031, -0.012], [0.003, 0.037, 0.010], [-0.005, -0.054, -0.027], [-0.005, 0.038, 0.071], [-0.001, 0.000, 0.001], [0.000, -0.004, -0.005], [-0.001, -0.003, -0.004], [0.000, -0.003, -0.001], [0.001, -0.013, -0.031]], "gap_ev": [6.649, 6.677], "spin_multiplicity": 2, "charge": 1, "s2": 0.760, "largest_force_ha_per_bohr": 0.0096}

=====

{"formula": "C23H47F8N3O7PS2Si2", "method": "ωB97M-V with the def2-TZVPD basis set", "symbols": ["C", "C", "O", "N", "C", "C", "C", "C", "C", "O", "C", "C", "C", "O", "C", "C", "F", "F", "C", "F", "F", "C", "F", "F", "C", "F", "F", "C", "S", "N", "P", "O", "O", "S", "C", "O", "O", "H", "H", "H", "H", "H", "H", "H", "H", "H", "H", "H", "H", "H", "H", "H", "H", "H", "H", "H", "H", "H", "H", "H", "H", "H", "H", "H", "H", "H", "C", "Si", "C", "C", "N", "Si", "C", "C", "C", "H", "H", "H", "H", "H", "H", "H", "H", "H", "H", "H", "H", "H", "H", "H", "H", "H", "H"], "positions_angstrom": [[-2.36373, 4.74754, -4.12127], [-1.25453, 5.74498, -4.38521], [-1.21986, 6.36542, -5.42710], [-0.25156, 5.92850, -3.39096], [0.91743, 5.08985, -3.73315], [1.91245, 5.00816, -2.59933], [3.03018, 3.99890, -2.94161], [2.71509, 2.62905, -2.32219], [3.59721, 1.49903, -2.85735], [3.77933, 0.60629, -1.77929], [5.07334, 0.03204, -1.67508], [5.96030, 0.80156, -0.68994], [5.19988, 1.34630, 0.49533], [5.12863, 0.40868, 1.56306], [3.95813, -0.34379, 1.53883], [2.85230, 0.29974, 2.35451], [2.60194, 1.57988, 1.98493], [3.27148, 0.34906, 3.65243], [1.54432, -0.51963, 2.36038], [1.87594, -1.83866, 2.52531], [0.78919, -0.16774, 3.42514], [0.69433, -0.37185, 1.05164], [-0.34826, 0.45518, 1.29569], [1.45593, 0.15597, 0.04921], [0.15836, -1.72303, 0.54372], [-0.42528, -1.52670, -0.67501], [-0.75978, -2.19220, 1.41874], [3.00661, 0.68948, -4.09032], [1.79517, 1.73715, -4.98871], [2.54155, -0.64624, -3.59044], [0.71109, -0.79443, -3.58383], [0.47275, -2.32362, -3.11468], [0.45458, 0.01969, -2.17832], [3.11440, -1.92572, -4.48835], [4.83582, -1.63204, -4.85295], [2.40129, -2.09719, -5.72206], [3.07493, -3.08106, -3.63402], [-2.41088, 4.08216, -4.97259], [-3.30321, 5.25416, -3.95051], [-2.14912, 4.13959, -3.24631], [-0.62842, 5.52302, -2.53971], [0.61317, 4.07157, -3.97640], [1.42075, 5.47932, -4.61033], [2.32052, 5.97848, -2.34461], [1.41527, 4.61635, -1.71283], [3.91209, 4.36037, -2.42145], [3.19974, 3.93363, -4.00849], [2.98330, 2.71959, -1.27595], [1.65400, 2.39560, -2.34264], [4.55402, 1.93992, -3.12964], [4.94001, -1.00796, -1.39275], [5.56063, 0.04771, -2.64841], [6.38290, 1.64821, -1.22421], [6.74711, 0.13178, -0.36425], [4.19584, 1.65584, 0.22976], [5.71486, 2.22185, 0.87485], [3.59929, -0.54266, 0.52958], [4.16648, -1.29923, 2.00485], [0.96087, -2.44159, 0.39747], [3.79685, 0.56493, -4.81303], [2.22016, 1.50808, -6.23588], [1.03140, -2.60753, -2.37541], [-0.21944, -0.48956, -1.71019], [5.18337, -0.64822, -4.58232], [4.91493, -1.70657, -5.93078], [5.42052, -2.42066, -4.40877], [-4.51953, -3.05736, 1.53655], [-4.88339, -2.51685, 3.31765], [-5.71191, -0.81284, 3.18731], [-3.19023, -2.26094, 4.13980], [-5.83177, -3.67915, 4.06081], [-6.39671, -3.63323, 5.63650], [-7.54394, -2.16588, 6.00708], [-5.02619, -3.61804, 6.95127], [-7.42272, -5.19310, 5.97008], [-3.89805, -2.31639, 1.01714], [-3.98697, -4.01101, 1.52987], [-5.44961, -3.17384, 0.97620], [-5.15657, -0.15465, 2.50547], [-5.75445, -0.30926, 4.15567], [-6.72805, -0.91483, 2.80210], [-2.70458, -3.22305, 4.31398], [-3.27900, -1.73669, 5.09391], [-2.52839, -1.65932, 3.50211], [-6.99253, -1.22424, 6.05649], [-8.05153, -2.29459, 6.97241], [-8.30969, -2.08054, 5.23390], [-4.29035, -4.39596, 6.73951], [-5.43798, -3.80532, 7.95200], [-4.51470, -2.65371, 6.99012], [-6.80827, -6.08586, 5.83560], [-8.27020, -5.24285, 5.28314], [-7.81066, -5.19725, 6.99651]], "atomic_forces_ev_per_a": [[0.613, -0.101, 0.559], [-0.181, 0.950, -0.725], [0.214, -0.498, 0.478], [-0.363, -0.708, -0.120], [0.273, 0.206, 0.150], [0.146, -0.576, -0.209], [-0.534, 0.220, 0.964], [0.445, 0.289, -0.349], [-1.008, -0.335, 0.461], [0.585, 0.014, 0.019], [-0.201, 0.198, -0.081], [-0.717, -0.105, -0.488], [0.274, 0.180, 0.426], [0.024, 0.076, 0.000], [-0.077, -0.356, -0.121], [0.406, -0.104, 0.730], [-0.175, -0.096, -0.028], [-0.100, 0.055, -0.141], [-0.578, 0.079, 0.437], [0.004, 0.347, -0.176], [0.361, -0.101, -0.640], [-0.321, 0.247, -0.012], [0.524, -0.216, -0.290], [-0.175, -0.203, 0.972], [-0.129, -0.134, 0.811], [-1.039, -1.180, 1.366], [0.511, 0.255, -0.677], [-0.015, 0.181, 0.768], [-0.013, 0.050, 0.030], [0.060, 0.301, -1.259], [-0.977, 0.414, 0.064], [0.404, 0.218, 0.067], [0.711, 0.423, -2.091], [-0.257, -1.443, 0.410], [-0.089, 0.375, -0.645], [0.117, 0.787, -0.520], [0.369, 0.077, 0.590], [-0.289, 0.005, -0.266], [-0.267, 0.122, -0.213], [-0.026, -0.087, 0.132], [0.098, 0.111, 0.172], [-0.142, -0.193, -0.084], [-0.103, 0.273, -0.237], [-0.008, 0.293, -0.081], [-0.159, 0.170, 0.257], [0.510, -0.002, -0.347], [0.138, 0.115, -0.196], [-0.158, -0.103, 0.302], [-0.165, -0.203, -0.189], [0.245, 0.023, -0.308], [-0.027, -0.197, 0.130], [0.104, -0.166, -0.147], [0.271, 0.135, -0.052], [0.373, 0.103, 0.153], [-0.046, 0.102, -0.242], [0.141, 0.104, 0.233], [-0.010, 0.100, -0.145], [0.036, -0.183, 0.167], [0.004, -0.148, 0.098], [0.085, -0.180, -0.081], [0.014, -0.289, 0.012], [0.035, -0.191, -0.187], [0.050, 0.643, -0.072], [0.189, 0.023, 0.318], [-0.042, -0.064, -0.224], [0.012, -0.119, 0.384], [0.237, 0.358, -0.048], [-0.693, -1.022, 0.265], [0.399, 0.259, -0.222], [0.183, 0.388, -0.305], [0.198, 0.573, 0.366], [0.225, -0.352, -1.144], [-0.074, -0.082, 0.481], [-0.295, 0.036, 0.406], [-0.037, 0.175, 0.402], [-0.009, -0.050, -0.065], [-0.042, -0.040, 0.015], [-0.016, -0.047, 0.021], [-0.050, 0.024, 0.019], [-0.071, -0.034, 0.043], [-0.030, -0.041, 0.043], [-0.041, -0.036, 0.040], [-0.021, -0.064, 0.060], [0.026, -0.010, 0.050], [0.011, 0.028, -0.080], [-0.013, 0.043, -0.034], [0.029, 0.009, -0.056], [0.027, 0.015, -0.057], [0.058, 0.000, -0.006], [0.065, 0.000, -0.065], [-0.004, -0.007, -0.063], [0.026, -0.024, -0.042], [-0.041, -0.079, -0.037]], "gap_ev": 4.603, "spin_multiplicity": 1, "charge": -1, "largest_force_ha_per_bohr": 0.0437}